Here is C75H77N10O5TeTi as an isolated structure at a distorted geometry from OMol25. Energies are from ωB97M-V/def2-TZVPD.

```
! wB97M-V def2-TZVPD RIJCOSX def2/J DEFGRID3
* xyz 1 1
Ti 0.099 0.033 1.589
C -2.389 -6.279 -3.140
C -1.258 -5.723 -2.266
C -1.052 -6.595 -1.025
C 0.052 -5.733 -3.062
C -1.579 -4.273 -1.917
O -0.920 -3.347 -2.338
N -2.712 -3.960 -1.187
C -3.247 -4.524 -0.007
C -4.075 -5.640 0.009
C -4.539 -6.157 1.208
C -4.192 -5.562 2.409
C -3.401 -4.426 2.407
C -2.937 -3.896 1.211
C -2.041 -2.711 1.212
C -2.559 -1.468 0.862
C -3.950 -1.231 0.604
C -4.069 0.088 0.317
C -2.743 0.647 0.373
N -1.839 -0.317 0.713
C -2.463 1.998 0.118
C -1.208 2.572 0.322
C -0.901 3.940 0.014
C 0.405 4.134 0.319
C 0.904 2.878 0.790
C 2.254 2.628 1.024
C 2.773 1.347 1.172
N 2.065 0.172 1.153
C 3.006 -0.815 1.294
C 2.757 -2.178 1.424
C 1.474 -2.715 1.477
C 1.205 -4.121 1.538
C -0.142 -4.256 1.545
C -0.689 -2.936 1.438
N 0.309 -1.997 1.425
C 3.922 -3.094 1.486
C 4.240 -3.744 2.669
C 5.358 -4.558 2.732
C 6.132 -4.742 1.600
C 5.808 -4.120 0.407
C 4.713 -3.266 0.336
N 4.280 -2.587 -0.820
C 4.840 -1.550 -1.560
O 4.133 -0.587 -1.773
C 6.231 -1.701 -2.157
C 6.324 -3.063 -2.862
C 7.296 -1.538 -1.063
C 6.423 -0.584 -3.193
C 4.323 -0.255 1.375
C 4.177 1.088 1.315
C 3.220 3.747 0.886
C 3.490 4.603 1.941
C 4.371 5.658 1.777
C 4.993 5.845 0.554
C 4.753 4.976 -0.498
C 3.858 3.923 -0.356
N 3.574 2.986 -1.370
C 2.703 3.115 -2.453
O 1.780 2.334 -2.527
C 3.044 4.103 -3.558
C 4.512 3.895 -3.949
C 2.160 3.766 -4.762
C 2.778 5.552 -3.136
N -0.094 1.940 0.816
C -3.581 2.858 -0.340
C -3.976 3.938 0.444
C -5.082 4.702 0.122
C -5.815 4.385 -1.009
C -5.416 3.347 -1.826
C -4.282 2.590 -1.535
N -3.849 1.549 -2.339
C -4.281 0.990 -3.538
O -4.331 -0.219 -3.578
C -4.485 1.838 -4.791
C -5.971 1.842 -5.173
C -3.719 1.093 -5.901
C -3.927 3.258 -4.692
H -2.242 -7.347 -3.284
H -2.395 -5.794 -4.113
H -3.361 -6.121 -2.684
H -0.804 -7.605 -1.341
H -1.939 -6.647 -0.403
H -0.223 -6.215 -0.433
H 0.281 -6.743 -3.394
H 0.871 -5.373 -2.443
H -0.019 -5.083 -3.929
H -2.792 -2.946 -1.179
H -4.359 -6.113 -0.918
H -5.163 -7.038 1.200
H -4.527 -5.980 3.347
H -3.115 -3.957 3.339
H -4.715 -1.984 0.641
H -4.965 0.637 0.095
H -1.590 4.644 -0.409
H 0.996 5.024 0.211
H 1.957 -4.886 1.553
H -0.730 -5.152 1.582
H 3.618 -3.588 3.539
H 5.619 -5.049 3.655
H 6.995 -5.389 1.633
H 6.410 -4.317 -0.464
H 3.290 -2.362 -0.721
H 5.788 -3.835 -2.318
H 7.362 -3.366 -2.977
H 5.875 -3.000 -3.850
H 7.185 -2.266 -0.266
H 7.233 -0.544 -0.627
H 8.286 -1.656 -1.498
H 5.617 -0.602 -3.923
H 7.369 -0.715 -3.713
H 6.418 0.392 -2.714
H 5.226 -0.822 1.489
H 4.933 1.846 1.352
H 3.014 4.432 2.895
H 4.571 6.322 2.603
H 5.675 6.671 0.413
H 5.290 5.111 -1.423
H 3.366 2.076 -0.959
H 4.694 2.846 -4.175
H 5.190 4.185 -3.154
H 4.741 4.488 -4.832
H 2.344 2.746 -5.089
H 2.367 4.446 -5.584
H 1.109 3.846 -4.495
H 3.367 5.844 -2.275
H 1.727 5.690 -2.896
H 3.031 6.214 -3.960
H -3.404 4.172 1.330
H -5.381 5.519 0.759
H -6.702 4.950 -1.253
H -6.010 3.089 -2.685
H -3.359 0.835 -1.807
H -6.344 0.822 -5.244
H -6.095 2.325 -6.139
H -6.585 2.377 -4.451
H -4.030 0.053 -5.943
H -2.648 1.123 -5.712
H -3.917 1.557 -6.864
H -4.573 3.922 -4.127
H -3.828 3.663 -5.696
H -2.945 3.255 -4.226
Te 1.501 0.262 3.982
C 0.204 0.223 5.703
C -0.109 -0.979 6.326
C -0.787 -0.994 7.533
C -1.170 0.199 8.127
C -0.899 1.401 7.495
C -0.216 1.409 6.291
H 0.215 -1.909 5.875
H -0.999 -1.934 8.024
H -1.651 0.193 9.094
H -1.195 2.335 7.953
H 0.038 2.348 5.815
N -1.360 0.361 3.047
C -2.283 0.799 3.607
N -3.290 1.227 4.272
C -4.634 0.721 4.039
C -5.472 1.841 3.409
O -5.460 2.987 4.226
C -4.161 3.489 4.428
C -3.250 2.438 5.075
H -5.054 0.445 5.011
H -4.602 -0.152 3.387
H -6.517 1.533 3.332
H -5.083 2.070 2.402
H -4.270 4.351 5.089
H -3.726 3.821 3.472
H -3.622 2.189 6.075
H -2.227 2.805 5.141
*
```


Here is C76H110F4N14O10S4 as an isolated structure at a distorted geometry from OMol25. Energies are from ωB97M-V/def2-TZVPD.

```
! wB97M-V def2-TZVPD RIJCOSX def2/J DEFGRID3
* xyz 10 1
C 15.714 -3.240 3.289
C 15.989 -2.277 2.115
N 16.479 -3.107 0.801
C 16.293 -2.290 -0.416
C 16.949 -4.348 0.764
C 17.054 -5.434 -0.298
C 3.323 -4.098 -1.432
C 4.600 -3.903 -0.971
O 9.055 -0.663 -7.682
C 8.113 -0.038 -7.471
H 14.994 -4.113 3.103
H 15.510 -2.628 4.184
H 16.694 -3.763 3.427
H 16.907 -1.642 2.365
H 15.057 -1.720 1.720
H 16.713 -1.367 -0.081
H 15.239 -2.214 -0.608
H 16.861 -2.689 -1.277
H 5.537 -4.094 -1.659
H 17.072 -4.782 1.749
H 15.911 -5.657 -0.383
H 17.534 -6.263 0.120
H 17.287 -5.108 -1.281
H 2.632 -3.326 -0.562
H 2.621 -4.669 -2.112
H 4.878 -3.815 0.143
H 2.202 2.430 8.613
H 11.737 -13.708 0.788
H -5.582 17.438 -5.405
H 7.071 0.029 -7.688
C -1.132 14.101 -8.602
C -2.001 13.087 -8.773
N -3.297 13.369 -8.392
C -4.111 12.246 -8.480
C -6.428 15.011 3.641
C -5.871 16.219 4.130
C -3.726 14.443 -7.806
C -5.472 20.214 1.031
O -5.597 20.858 0.167
C 4.151 13.408 12.007
H -0.177 13.834 -8.814
H -1.533 15.064 -8.523
H 15.010 9.459 11.219
H -1.216 12.236 -9.171
H -15.181 -13.209 -4.585
H -4.685 12.059 -9.433
H -4.894 12.365 -7.729
H -3.574 11.360 -8.257
H -6.360 14.709 2.593
H -6.789 14.458 4.483
H -5.661 16.221 5.212
H -5.365 16.768 3.382
H 0.622 11.850 0.778
H -4.690 15.021 -7.334
H -2.817 14.938 -7.581
H 12.370 -14.892 -2.740
H -14.342 -0.493 -4.232
H 4.974 13.796 11.738
H 3.288 14.077 11.733
H 7.216 17.040 7.318
C -6.889 -21.161 -6.553
N -8.158 -20.592 -6.139
C -8.139 -19.686 -5.131
C -9.215 -18.956 -4.700
C -10.450 -19.105 -5.392
C -10.460 -19.999 -6.459
C -9.320 -20.682 -6.809
C -11.612 -18.228 -5.077
C -11.887 -17.698 -3.860
C -12.847 -16.697 -3.703
N -13.454 -16.166 -4.766
C -13.277 -16.672 -5.958
C -12.394 -17.702 -6.138
C -14.268 -14.941 -4.598
H -6.333 -20.387 -7.130
H -7.133 -21.962 -7.261
H -6.383 -21.549 -5.685
H -7.206 -19.616 -4.634
H -9.086 -18.177 -3.988
H -11.365 -20.139 -7.103
H -9.286 -21.254 -7.746
H -11.395 -18.097 -2.955
H -13.056 -16.302 -2.693
H -13.722 -16.177 -6.792
H -12.278 -17.978 -7.083
H -14.464 -14.566 -5.617
H -13.728 -14.217 -4.019
H -15.205 -15.154 -4.064
C -14.883 12.554 9.775
N -14.276 13.889 9.833
C -14.992 15.046 9.755
C -14.407 16.288 10.072
C -13.069 16.335 10.423
C -12.351 15.147 10.414
C -12.951 13.976 10.066
C -12.275 17.497 10.829
C -11.788 17.476 12.087
C -10.768 18.278 12.425
N -10.320 19.250 11.594
C -10.902 19.488 10.422
C -11.917 18.575 10.013
C -9.053 19.898 11.872
H -15.832 12.565 10.378
H -14.221 11.828 10.154
H -15.096 12.315 8.698
H -16.085 14.851 9.569
H -15.006 17.176 10.033
H -11.297 15.118 10.674
H -12.451 13.021 10.055
H -12.171 16.736 12.789
H -10.133 18.090 13.355
H -10.473 20.332 9.895
H -12.268 18.691 8.986
H -8.844 20.690 11.246
H -8.305 19.127 11.722
H -9.048 20.109 12.935
C -6.270 -8.279 6.767
N -6.039 -6.787 7.041
C -5.422 -6.059 6.144
C -5.100 -4.712 6.363
C -5.389 -4.182 7.605
C -5.787 -5.078 8.619
C -6.204 -6.342 8.293
C -5.110 -2.658 7.707
C -5.468 -1.853 6.629
C -5.147 -0.534 6.663
N -4.410 0.079 7.592
C -4.018 -0.704 8.664
C -4.386 -2.022 8.700
C -4.296 1.597 7.658
H -6.004 -8.455 5.729
H -7.291 -8.526 7.044
H -5.561 -8.836 7.365
H -5.279 -6.521 5.175
H -4.706 -4.143 5.529
H -5.946 -4.618 9.563
H -6.667 -7.038 8.993
H -5.982 -2.293 5.758
H -5.390 0.069 5.790
H -3.617 -0.230 9.528
H -4.016 -2.625 9.562
H -3.753 1.760 8.576
H -5.277 2.029 7.832
H -3.739 2.006 6.791
C 4.676 -22.635 -2.988
N 4.472 -21.472 -4.021
C 4.286 -21.705 -5.325
C 4.138 -20.697 -6.274
C 4.220 -19.326 -5.799
C 4.520 -19.097 -4.416
C 4.597 -20.250 -3.592
C 4.273 -18.051 -6.689
C 5.567 -17.618 -6.878
C 5.798 -16.298 -7.288
N 4.787 -15.423 -7.406
C 3.526 -15.918 -7.384
C 3.216 -17.192 -6.989
C 5.166 -14.018 -7.465
H 5.415 -23.290 -3.460
H 3.661 -23.025 -2.880
H 5.052 -22.108 -2.084
H 4.198 -22.732 -5.666
H 3.886 -20.871 -7.273
H 4.624 -18.067 -4.027
H 4.751 -20.099 -2.580
H 6.370 -18.322 -6.749
H 6.826 -16.049 -7.572
H 2.681 -15.150 -7.528
H 2.261 -17.582 -6.909
H 6.175 -14.022 -7.100
H 4.502 -13.474 -6.853
H 5.127 -13.619 -8.507
C 14.163 18.798 -3.090
N 13.455 17.584 -3.661
C 13.014 17.725 -4.926
C 12.417 16.666 -5.591
C 12.235 15.523 -4.852
C 12.634 15.394 -3.520
C 13.327 16.437 -2.946
C 11.984 14.260 -5.604
C 12.989 13.373 -5.926
C 12.698 12.221 -6.626
N 11.401 11.890 -6.975
C 10.391 12.749 -6.717
C 10.663 13.918 -6.051
C 11.111 10.506 -7.381
H 14.879 19.058 -3.835
H 14.677 18.526 -2.177
H 13.533 19.707 -2.874
H 13.086 18.732 -5.369
H 12.035 16.905 -6.576
H 12.587 14.427 -3.056
H 13.750 16.437 -1.952
H 13.998 13.602 -5.582
H 13.460 11.451 -6.748
H 9.474 12.362 -7.084
H 9.803 14.588 -5.950
H 10.665 10.038 -6.497
H 11.949 9.998 -7.766
H 10.408 10.465 -8.178
N 6.499 -1.222 10.672
S -4.984 -7.648 -2.909
O -6.342 -7.277 -3.188
O -3.890 -7.005 -2.138
F -4.286 -8.424 -3.951
S 6.307 -1.659 9.105
O 7.049 -0.789 8.283
O 4.858 -1.819 9.154
F 6.626 -3.272 8.699
N 2.613 0.043 -4.175
S 1.384 0.306 -3.296
O 0.830 -0.678 -2.377
O 0.961 0.334 -4.764
F 1.354 1.726 -2.739
S 4.103 1.954 -3.949
O 3.036 2.764 -4.573
O 5.213 1.191 -4.524
F 4.418 2.153 -2.644
*
```


So what do the calculations give for electronic energy? Going down the list: -4945.4114 -6466.2973 hartree.
So what do the calculations give for E_HOMO? Going down the list: -9.709 -13.152 eV.